(1)
27
Properties=species:S:1:pos:R:3:forces:R:3 method="wB97M-V/def2-TZVPD" largest_force_ev_per_a=4.73 total_charge=+1 orbital_gap_ev=8.45 lumo_ev=-4.3 relative_energy_kj_mol=229.6
C -0.651 2.003 -0.067 0.79 0.84 -0.45
C 1.494 -1.774 -0.486 1.12 0.92 -0.96
C 0.127 1.232 1.015 0.00 0.10 0.96
C 1.242 -0.803 -1.705 -3.88 -1.99 1.85
C 0.321 0.010 0.312 0.50 -1.29 -0.82
C -0.048 0.047 -1.131 0.18 -0.27 -1.09
C 1.541 1.887 1.195 1.20 1.28 -0.90
N -1.852 -1.343 1.015 -1.43 0.37 -0.77
N -1.170 -0.691 -1.497 0.75 0.43 -0.36
O 1.092 -0.919 0.673 -0.20 -1.20 0.00
O -0.203 1.497 -1.367 0.13 -1.94 1.56
O 0.797 -1.618 -2.714 0.59 -0.44 -2.06
H -1.730 2.063 0.042 -0.13 -0.41 -0.09
H -0.236 2.982 -0.044 -0.24 1.07 0.00
H 1.061 -2.747 -0.716 -1.42 0.39 0.76
H 2.499 -2.107 -0.225 0.31 0.87 -0.23
H -0.387 0.951 1.985 0.56 0.99 -0.83
H 1.982 -0.158 -1.921 2.83 2.08 -0.89
H 2.244 1.470 1.872 0.16 -1.53 0.71
H 1.436 2.837 1.686 -0.66 0.74 -0.08
H 2.235 2.128 0.292 -1.97 -0.72 0.86
H -2.511 -0.675 1.384 0.42 0.60 0.97
H -2.553 -2.027 0.740 0.62 -0.53 -0.52
H -1.280 -1.770 1.696 0.31 -0.37 1.39
H -2.053 -0.263 -1.345 -0.49 -0.10 -0.02
H -1.041 -1.475 -2.110 -0.23 0.22 -0.18
H 0.829 -1.238 -3.626 0.17 -0.11 1.18

(2)
15
Properties=species:S:1:pos:R:3:forces:R:3 method="wB97M-V/def2-TZVPD" largest_force_ev_per_a=2.23 orbital_gap_ev=9.50 lumo_ev=0.7 relative_energy_kj_mol=318.5
C 0.342 0.340 -0.200 0.00 -0.67 0.03
C -1.831 -0.880 0.403 -0.67 -0.92 -1.33
C -0.627 -1.815 0.209 0.38 0.63 0.86
H 0.882 2.941 -0.697 0.37 -1.07 1.32
H 2.189 2.703 0.172 1.31 0.53 0.39
H -2.434 -1.102 1.264 -0.15 -0.28 0.37
H -2.485 -0.889 -0.494 0.37 -0.15 0.51
H -0.131 -1.975 1.203 -0.19 0.07 -0.70
H -0.800 -2.804 -0.248 -0.25 0.64 0.06
H 2.114 -0.820 -0.793 -0.50 -0.90 -0.01
N 1.261 2.374 0.127 -1.31 0.11 -1.80
N 1.433 1.012 -0.345 -1.86 -0.40 0.21
N 0.217 -1.001 -0.665 1.39 0.27 0.26
O 1.514 -1.620 -0.782 0.00 1.25 -0.07
S -1.196 0.771 0.597 1.13 0.89 -0.09

(3)
132
Properties=species:S:1:pos:R:3:forces:R:3 method="wB97M-V/def2-TZVPD" largest_force_ev_per_a=13.10 orbital_gap_ev=9.33 lumo_ev=0.3 relative_energy_kj_mol=820.3
C -20.315 13.075 10.545 0.72 0.74 -0.27
C -20.447 14.566 10.887 -0.67 -1.24 1.21
C -20.957 14.705 12.328 -0.14 0.92 -0.12
O -19.194 15.227 10.752 -0.43 0.36 -0.36
H -19.766 12.620 11.373 -0.23 -0.40 -0.06
H -19.698 12.979 9.649 -0.10 -0.13 -0.05
H -21.275 12.605 10.347 -0.03 -0.10 0.28
H -21.219 15.007 10.253 0.53 0.42 -0.33
H -21.898 14.172 12.466 0.10 -0.16 0.04
H -21.157 15.760 12.540 -0.08 -0.01 -0.05
H -20.230 14.408 13.087 0.06 -0.41 -0.20
H -18.604 14.939 11.472 0.18 0.02 -0.09
C -13.573 15.745 9.971 -1.21 -0.26 0.61
C -12.191 16.246 10.290 0.43 -1.24 0.60
C -11.497 15.463 11.408 0.77 -0.31 -0.36
O -11.440 16.158 9.061 0.00 -11.24 6.73
H -13.515 14.828 9.380 0.12 -0.01 0.02
H -14.166 16.468 9.408 -0.03 -0.65 0.67
H -14.158 15.495 10.857 0.31 0.06 0.26
H -12.172 17.292 10.617 -0.28 0.31 -0.27
H -11.739 14.398 11.392 -0.32 0.11 0.11
H -11.623 15.890 12.402 -0.42 -0.07 -0.02
H -10.416 15.476 11.228 -0.03 0.19 0.01
H -10.652 16.698 9.193 1.51 -2.45 0.89
C -11.154 19.150 7.753 -0.09 1.28 -1.04
C -11.520 17.717 8.062 -1.06 5.87 -3.68
C -12.995 17.397 7.846 -0.34 0.59 -0.49
O -10.723 16.902 7.181 0.70 0.65 0.10
H -11.734 19.917 8.278 -0.05 -0.44 0.56
H -11.311 19.478 6.720 0.10 -0.47 -0.29
H -10.099 19.330 7.962 0.02 -0.06 0.11
H -11.333 17.509 9.121 -0.66 6.86 -1.63
H -13.563 17.817 8.683 -0.03 0.52 -0.61
H -13.174 16.320 7.909 0.24 0.56 -0.70
H -13.396 17.747 6.896 0.17 0.35 -0.04
H -10.644 16.080 7.686 0.13 -0.14 -1.52
C -15.636 19.796 6.680 -0.18 0.09 1.20
C -16.798 20.363 5.857 1.46 -0.80 -0.57
C -16.507 20.129 4.368 0.04 0.33 0.05
O -17.982 19.653 6.171 -0.40 0.38 0.14
H -15.829 19.907 7.756 -0.27 0.11 -0.05
H -14.677 20.302 6.559 -0.04 -0.07 -0.53
H -15.537 18.716 6.567 0.09 0.06 -0.47
H -16.869 21.431 6.083 -0.28 0.03 -0.15
H -17.188 20.696 3.732 -0.06 -0.07 -0.01
H -16.585 19.072 4.110 -0.19 -0.03 0.23
H -15.484 20.407 4.107 -0.03 0.22 0.12
H -18.456 20.158 6.839 -0.10 -0.20 0.03
C -16.019 12.104 3.337 0.01 0.56 -0.01
C -16.194 10.822 2.559 1.40 -1.47 0.79
C -15.051 9.800 2.828 0.35 0.87 0.63
O -17.415 10.177 2.917 -0.35 0.50 -0.79
H -16.760 12.836 3.004 0.08 0.05 -0.02
H -15.016 12.510 3.181 -0.08 0.10 -0.10
H -16.153 12.002 4.416 0.00 -0.37 -0.02
H -16.098 11.027 1.490 -0.87 0.06 -0.04
H -14.080 10.306 2.870 -0.07 0.00 -0.33
H -14.984 8.986 2.110 -0.26 0.02 -0.08
H -15.142 9.386 3.839 -0.23 -0.12 -0.06
H -17.205 9.572 3.632 -0.08 -0.07 0.11
C -15.747 14.017 7.504 -0.16 -0.18 1.03
C -16.805 14.996 8.023 0.85 0.36 -1.54
C -17.114 16.037 6.929 0.59 0.07 0.80
O -17.925 14.248 8.419 -0.31 0.07 -0.09
H -15.607 13.275 8.296 0.25 -0.08 -0.25
H -14.797 14.517 7.321 0.00 0.07 -0.07
H -16.044 13.476 6.606 -0.22 0.20 -0.09
H -16.408 15.576 8.862 0.13 -0.20 0.28
H -16.230 16.642 6.695 0.22 -0.15 0.30
H -17.811 16.743 7.383 -0.57 -0.05 -0.78
H -17.346 15.565 5.977 -0.82 0.05 0.15
H -18.480 14.796 8.997 0.14 -0.13 0.05
C -13.041 17.158 3.788 0.09 -0.91 0.25
C -12.136 15.969 4.096 1.62 0.06 1.29
C -12.784 14.802 4.821 -1.14 0.34 -0.50
O -11.446 15.544 2.923 -0.88 0.04 -1.09
H -13.569 16.943 2.859 0.14 0.46 -0.17
H -12.404 18.039 3.796 -0.29 0.23 -0.59
H -13.797 17.289 4.563 0.04 -0.07 0.10
H -11.349 16.341 4.761 -0.20 0.09 0.23
H -12.133 13.935 4.902 0.08 0.04 0.02
H -13.702 14.528 4.285 0.13 -0.32 -0.09
H -13.144 15.113 5.804 0.31 0.02 0.11
H -10.536 15.297 3.080 0.05 0.05 0.45
C -20.453 18.552 11.424 0.13 0.10 -0.08
C -19.947 18.730 9.997 0.55 -0.49 0.43
C -18.460 19.075 10.031 0.30 -0.08 -0.46
O -20.084 17.529 9.241 -0.33 -0.01 0.05
H -19.905 17.741 11.908 -0.04 -0.12 -0.07
H -21.519 18.328 11.446 0.00 0.07 0.08
H -20.225 19.450 12.002 -0.28 0.07 0.02
H -20.550 19.484 9.490 0.13 0.05 -0.12
H -17.932 18.252 10.524 -0.04 0.05 0.17
H -18.186 20.005 10.531 -0.23 0.04 0.06
H -18.055 19.090 9.015 -0.10 0.14 -0.02
H -19.717 16.802 9.772 0.02 0.21 -0.04
C -17.625 16.491 3.214 -0.78 0.25 0.70
C -17.429 16.395 1.713 1.82 -0.26 0.35
C -16.284 17.221 1.140 -0.53 1.38 -0.38
O -17.145 15.025 1.380 -0.78 -0.04 -0.25
H -18.369 15.734 3.471 -0.02 0.07 0.15
H -18.006 17.452 3.574 -0.25 0.05 -0.43
H -16.780 16.336 3.892 0.48 -0.34 -0.67
H -18.326 16.721 1.186 -0.19 -0.45 0.14
H -16.313 18.253 1.513 0.05 -0.16 0.20
H -16.464 17.342 0.070 0.29 -0.28 -0.07
H -15.271 16.849 1.290 -0.14 -0.30 0.21
H -16.219 14.867 1.583 0.05 0.03 0.04
C -16.279 13.152 10.831 0.32 0.00 -0.41
C -16.359 13.301 12.340 0.57 -0.63 0.58
C -15.053 13.337 13.159 0.31 0.50 -2.19
O -17.077 14.533 12.522 -0.17 -0.28 0.55
H -17.300 13.002 10.487 0.03 0.42 -0.27
H -15.718 12.361 10.326 0.15 -0.50 1.01
H -15.821 14.032 10.373 -0.50 0.28 0.23
H -16.910 12.434 12.736 -0.43 0.35 -0.04
H -14.601 12.354 13.023 0.13 -0.02 0.69
H -15.116 13.717 14.175 -0.35 -0.52 0.20
H -14.386 14.035 12.637 0.10 -0.01 0.13
H -17.096 14.667 13.479 -0.19 0.26 -0.18
C -21.162 11.987 6.937 0.83 -0.45 -0.99
C -20.557 12.382 5.598 0.97 -0.06 -0.53
C -19.396 13.388 5.693 -1.27 0.08 -0.50
O -20.033 11.179 5.011 -0.16 -0.24 0.25
H -20.319 11.513 7.448 -0.18 0.23 0.51
H -21.883 11.191 6.760 -0.33 0.24 0.18
H -21.557 12.853 7.459 -0.12 -0.11 0.19
H -21.282 12.770 4.874 -0.31 0.20 0.36
H -18.536 12.984 6.216 -0.03 0.02 0.15
H -19.759 14.310 6.150 0.29 0.01 0.20
H -19.154 13.636 4.655 0.38 0.05 0.07
H -19.396 11.419 4.329 -0.03 -0.08 -0.06

(4)
11
Properties=species:S:1:pos:R:3:forces:R:3 method="wB97M-V/def2-TZVPD" largest_force_ev_per_a=5.18 smiles="C=C([NH3+])C=O" total_charge=+1 orbital_gap_ev=9.85 lumo_ev=-5.3 relative_energy_kj_mol=138.8
C -0.653 -1.170 0.220 0.29 -0.82 -0.39
C 1.814 -0.474 -0.116 3.11 -0.42 0.83
C 0.299 -0.280 0.087 1.65 3.22 0.13
N 0.033 1.259 0.098 -0.61 0.05 -0.89
O 2.884 0.177 -0.238 -5.18 0.02 0.01
H -0.496 -2.234 0.116 0.65 -0.06 0.07
H -1.689 -0.978 0.345 -0.73 0.75 0.24
H 2.008 -1.496 0.064 -0.08 -1.82 -0.17
H -0.163 1.850 0.956 0.60 -1.41 -0.62
H -0.767 1.486 -0.548 1.08 -0.21 0.47
H 0.939 1.553 -0.334 -0.76 0.70 0.32